(1)
Density functional theory data (wB97M-V/def2-TZVPD) for 2 unconnected molecules or ions with the total composition CH8N5S.

- E_HOMO (eV) = -12.9
- ΔE to the lowest compared entry with this formula, charge and spin (kcal/mol) = 45.1
- LUMO energy (Ha) = -0.16571
- DFT total energy (a.u.) = -714.5208
- frontier orbital gap (eV) = 8.393
- net charge = +1

Last column: Mulliken charge in e.
CARTESIAN COORDINATES (ANGSTROEM)
S: 2.42375 0.48400 -0.04200  -0.225
N: -0.85627 1.14613 -1.80741  -0.191
N: 1.79012 -0.75242 2.23605  -0.455
N: -0.93218 -0.08104 -1.51146  0.310
N: -2.05754 -0.39696 -0.99771  -0.270
N: 0.14296 -0.33396 0.54581  -0.515
C: 1.36319 -0.33936 0.97521  0.539
H: -1.63375 1.63584 -1.37007  0.208
H: -2.81747 0.35942 -0.95105  0.219
H: -0.57447 -0.71844 1.15170  0.184
H: 1.42617 1.32794 -0.37634  0.093
H: 2.76919 -1.05666 2.30789  0.253
H: 1.23739 -1.38009 2.82848  0.251
H: -0.16834 1.38206 -2.50297  0.289
H: -2.11274 -1.27645 -0.48612  0.310

Forces on atoms 1 to 2 (eV/Å):
S 1.880 1.255 -1.143
N -0.779 -0.733 0.374

---

(2)
Density functional theory data (wB97M-V/def2-TZVPD) for a single C5H13NO molecule.

- E_HOMO (eV) = -9.5
- ΔE to the lowest compared entry with this formula, charge and spin (kcal/mol) = 79.2
- LUMO energy (Ha) = 0.03310
- SMILES string = CN[C@H](C)CCO
- DFT total energy (a.u.) = -328.1926
- frontier orbital gap (eV) = 10.412

Last column: Mulliken charge in e.
CARTESIAN COORDINATES (ANGSTROEM)
O: -1.24334 -2.77469 0.32851  -0.491
N: -0.64601 1.29519 0.32056  -0.527
C: 0.17664 -0.79736 -0.40116  -0.529
C: -0.46900 -1.69489 0.59659  -0.550
C: 0.56363 0.45452 0.37363  0.186
C: -0.60386 2.21002 -1.00863  -0.825
C: 2.03132 1.12271 -0.07396  -1.271
H: 2.07623 2.15907 0.44743  0.288
H: 0.04427 1.80291 -1.73340  0.314
H: -1.20113 -1.10913 1.16798  0.247
H: 2.13757 1.38754 -1.08889  0.374
H: -0.66645 -0.53965 -1.02997  0.241
H: 3.03199 0.61664 0.09127  0.342
H: -0.87872 -3.31237 -0.43754  0.313
H: 0.83031 -1.31638 -1.04345  0.534
H: 0.76276 0.18966 1.51137  0.312
H: 0.40132 -2.06625 1.41896  0.170
H: -0.49504 2.12406 0.97857  0.305
H: -0.05293 3.20741 -0.74206  0.301
H: -1.71374 2.21765 -1.33106  0.264

Forces on atoms 1 to 2 (eV/Å):
O -0.307 -2.844 -3.332
N 1.831 3.963 -0.873

---

(3)
Density functional theory data (wB97M-V/def2-TZVPD) for 2 unconnected molecules or ions with the total composition CH2NO2S.

- E_HOMO (eV) = -1.8
- ΔE to the lowest compared entry with this formula, charge and spin (kcal/mol) = 11.5
- LUMO energy (Ha) = 0.14183
- DFT total energy (a.u.) = -642.7644
- frontier orbital gap (eV) = 5.691
- net charge = -1

Last column: Mulliken charge in e.
CARTESIAN COORDINATES (ANGSTROEM)
S: 0.58399 -1.56297 0.72649  -0.692
O: -2.15623 -0.42666 2.21310  -0.404
O: -0.41222 -0.41060 3.65707  -0.370
N: 0.98515 0.16999 0.45952  -0.554
C: -1.22153 -0.46230 2.87172  0.694
H: 0.67552 0.52241 -0.53146  0.166
H: 1.97038 0.51712 0.51704  0.160

Forces on atoms 1 to 2 (eV/Å):
S 0.578 0.356 -0.258
O -1.924 0.021 -1.368